# 1
{
  "formula": "C20H64O18",
  "method": "the ωB97M-V functional and the def2-TZVPD basis",
  "s2": 0.7543,
  "spin_multiplicity": 2,
  "e_tot_ha": -2154.1312,
  "charge": 1,
  "lumo_ev": [-2.77, -9.41],
  "symbols": ["C", "O", "H", "H", "H", "H", "C", "O", "H", "H", "H", "H", "C", "O", "H", "H", "H", "H", "C", "O", "H", "H", "H", "H", "C", "C", "O", "O", "H", "H", "H", "H", "H", "H", "C", "C", "O", "O", "H", "H", "H", "H", "H", "H", "C", "C", "O", "O", "H", "H", "H", "H", "H", "H", "C", "C", "O", "O", "H", "H", "H", "H", "H", "H", "C", "C", "O", "O", "H", "H", "H", "H", "H", "H", "C", "C", "O", "O", "H", "H", "H", "H", "H", "H", "C", "C", "O", "H", "H", "H", "H", "H", "H", "C", "C", "O", "H", "H", "H", "H", "H", "H"],
  "xyz": [[2.902, 3.256, -2.011], [2.039, 3.949, -1.233], [2.386, 2.667, -2.769], [3.717, 3.855, -2.417], [3.358, 2.396, -1.520], [1.175, 3.597, -1.460], [1.212, 4.143, 1.868], [0.461, 3.806, 2.970], [1.945, 3.361, 1.666], [0.624, 4.353, 0.975], [1.801, 5.042, 2.046], [-0.080, 4.582, 3.131], [5.222, 0.295, 0.870], [6.066, 0.102, -0.304], [4.912, -0.694, 1.205], [5.781, 0.824, 1.641], [4.289, 0.810, 0.642], [6.282, 0.982, -0.623], [-1.412, -2.450, 2.585], [-0.037, -2.716, 2.281], [-1.899, -3.273, 3.107], [-1.406, -1.566, 3.224], [-1.982, -2.162, 1.702], [0.235, -2.042, 1.653], [-1.739, 3.443, -2.080], [-2.127, 4.244, -3.312], [-2.188, 3.346, -4.409], [-0.356, 2.962, -2.182], [-2.474, 2.647, -1.960], [-1.853, 4.010, -1.156], [-1.424, 5.060, -3.477], [-3.150, 4.618, -3.307], [-2.464, 3.932, -5.118], [-0.385, 2.138, -2.673], [-4.632, -0.534, -0.520], [-5.017, -1.155, -1.780], [-6.429, -1.044, -2.019], [-4.933, 0.825, -0.493], [-3.546, -0.545, -0.435], [-5.034, -1.037, 0.360], [-4.784, -2.219, -1.832], [-4.456, -0.741, -2.618], [-6.779, -1.083, -1.126], [-5.857, 0.854, -0.755], [1.257, 0.250, -0.030], [-0.040, 0.815, 0.694], [-1.214, 0.131, 0.213], [1.200, -1.173, 0.058], [2.098, 0.672, 0.520], [1.299, 0.547, -1.078], [-0.244, 1.879, 0.578], [0.047, 0.618, 1.762], [-1.867, 0.115, 0.916], [0.799, -1.499, -0.750], [-2.681, 2.695, 2.141], [-2.979, 1.427, 2.997], [-3.093, 0.282, 2.152], [-3.646, 2.905, 1.141], [-1.632, 2.660, 1.845], [-2.580, 3.566, 2.788], [-3.954, 1.553, 3.467], [-2.160, 1.233, 3.691], [-3.488, -0.396, 2.705], [-3.728, 2.050, 0.713], [0.795, -5.499, 0.853], [1.850, -5.255, -0.199], [3.122, -5.761, 0.193], [0.462, -6.867, 0.750], [-0.092, -4.869, 0.788], [1.186, -5.258, 1.841], [1.961, -4.179, -0.337], [1.588, -5.625, -1.190], [2.987, -6.708, 0.276], [-0.354, -6.965, 0.253], [2.879, -0.111, -3.946], [4.385, 0.336, -4.054], [4.439, 1.768, -4.195], [2.222, -0.203, -5.210], [2.287, 0.546, -3.308], [2.856, -1.101, -3.490], [4.891, -0.138, -4.896], [4.865, -0.052, -3.156], [5.350, 1.966, -4.422], [1.320, 0.102, -5.086], [-1.447, -2.744, -1.135], [-0.772, -3.505, -2.237], [0.528, -2.984, -2.336], [-1.636, -1.727, -1.480], [-0.860, -2.681, -0.219], [-2.444, -3.138, -0.934], [-1.322, -3.466, -3.177], [-0.582, -4.536, -1.939], [1.021, -3.499, -2.979], [0.267, 0.056, 4.913], [1.182, 0.201, 6.093], [1.352, -1.105, 6.683], [0.764, -0.484, 4.107], [0.010, 1.071, 4.610], [-0.674, -0.421, 5.187], [0.744, 0.850, 6.851], [2.090, 0.607, 5.647], [1.424, -1.793, 6.018]],
  "atomic_forces_ev_per_a": [[-0.21, 0.21, -1.44], [1.93, 0.62, 0.06], [-0.29, 0.12, -0.42], [0.23, 0.20, 0.46], [0.60, -0.61, 1.06], [-2.85, -0.81, -0.11], [1.37, 0.44, -0.73], [-0.74, -0.19, 0.53], [-0.16, -0.24, -0.04], [-0.32, -0.19, -0.28], [0.16, 0.24, 0.03], [-0.30, -0.08, 0.48], [0.62, -0.57, -0.72], [-1.02, 0.27, 0.71], [0.32, 0.04, 0.09], [-0.17, -0.07, 0.12], [0.02, 0.35, -0.18], [0.25, 0.02, -0.05], [0.70, 0.81, 0.13], [-0.83, -0.55, 0.18], [0.36, -0.13, -0.14], [-0.40, 0.02, 0.36], [-0.08, -0.32, -0.22], [0.35, 0.17, -0.33], [-0.52, 0.49, -0.01], [-0.34, -0.47, 0.18], [0.77, 0.02, -0.34], [-0.32, 0.33, 0.42], [0.46, -0.54, -0.13], [0.40, 0.24, -0.11], [0.14, 0.09, -0.07], [0.07, 0.53, 1.20], [-0.02, -0.48, -0.61], [-0.03, -0.11, -0.14], [1.91, 0.16, 1.07], [-0.59, -1.44, -1.84], [0.59, 0.57, 0.25], [-0.56, 0.73, 0.00], [0.10, -0.48, 0.09], [-0.26, -0.26, 0.13], [0.29, -0.22, 0.46], [-0.32, 0.47, -0.08], [-0.75, -0.27, -0.02], [-0.28, 0.71, -0.12], [-2.26, -0.04, 0.97], [-0.43, -0.93, -0.65], [1.38, 0.30, -0.76], [0.83, 0.98, 0.33], [0.28, -0.36, -0.06], [-0.02, 0.19, -0.16], [0.68, 0.26, -0.23], [0.30, -0.02, 0.17], [-0.37, 0.00, 0.53], [-0.07, -0.36, -0.30], [0.38, -0.63, 1.23], [-0.08, 1.11, -0.55], [-0.08, 0.08, -0.22], [0.84, 0.13, 0.38], [0.06, -0.48, -0.99], [-0.90, 0.08, 0.32], [0.18, 0.18, 0.42], [-0.14, 0.35, 0.35], [0.00, -0.31, -0.22], [-0.59, -0.27, -0.56], [-0.05, -0.07, -0.47], [0.51, 1.57, 0.20], [-0.46, 0.02, -0.19], [-0.37, -0.85, 0.65], [-0.02, 0.15, -0.47], [0.25, -0.34, 0.02], [0.26, 0.17, 0.12], [-0.38, -0.39, 0.00], [0.20, -0.29, 0.13], [0.05, 0.01, 0.02], [0.95, -0.34, -0.81], [-1.88, -0.29, 0.00], [0.08, -0.48, 0.53], [0.37, 0.36, 0.18], [0.31, 0.29, 0.34], [0.15, -0.07, 0.22], [-0.34, -0.10, -0.18], [0.20, 0.41, 0.31], [0.08, 0.29, -0.14], [-0.04, -0.09, -0.24], [-0.82, 0.47, -0.40], [0.25, -0.96, 0.89], [0.93, 1.23, -0.55], [0.18, 0.20, 0.08], [-0.06, -0.31, -0.11], [0.06, -0.28, 0.20], [-0.04, 0.04, -0.06], [-0.81, -0.43, -0.07], [0.16, 0.01, -0.02], [-0.79, 0.76, -0.04], [-0.32, -1.69, -0.49], [0.34, 0.89, 0.64], [-0.14, -0.04, -0.10], [0.01, 0.09, -0.55], [0.06, -0.24, 0.02], [0.32, -0.08, 0.05], [0.51, 0.12, 0.74], [0.04, 0.20, -0.29]],
  "lowdin_spin": [0.18, 0.62, 0.03, 0.03, 0.10, 0.01, 0.01, 0.01, 0.00, 0.00, 0.00, 0.00, 0.00, 0.00, 0.00, 0.00, 0.00, 0.00, 0.00, 0.00, 0.00, 0.00, 0.00, 0.00, 0.00, 0.00, 0.00, 0.00, 0.00, 0.00, 0.00, 0.00, 0.00, 0.00, 0.00, 0.00, 0.00, 0.00, 0.00, 0.00, 0.00, 0.00, 0.00, 0.00, 0.00, 0.00, 0.00, 0.00, 0.00, 0.00, 0.00, 0.00, 0.00, 0.00, 0.00, 0.00, 0.00, 0.00, 0.00, 0.00, 0.00, 0.00, 0.00, 0.00, 0.00, 0.00, 0.00, 0.00, 0.00, 0.00, 0.00, 0.00, 0.00, 0.00, 0.00, 0.00, 0.00, 0.00, 0.00, 0.00, 0.00, 0.00, 0.00, 0.00, 0.00, 0.00, 0.00, 0.00, 0.00, 0.00, 0.00, 0.00, 0.00, 0.00, 0.00, 0.00, 0.00, 0.00, 0.00, 0.00, 0.00, 0.00]
}

=====

# 2
{
  "formula": "C9H19ClN2O5PS",
  "method": "the ωB97M-V functional and the def2-TZVPD basis",
  "e_tot_ha": -2039.6040,
  "charge": 1,
  "lumo_ev": -3.30,
  "symbols": ["C", "C", "P", "O", "O", "S", "N", "C", "C", "O", "C", "C", "C", "O", "Cl", "H", "H", "H", "H", "H", "H", "H", "H", "H", "H", "H", "H", "H", "H", "O", "C", "N", "C", "H", "H", "H", "H", "H"],
  "xyz": [[-1.913, 0.253, -3.118], [-1.715, 0.387, -1.603], [-1.150, 2.126, -1.210], [-0.428, 2.052, 0.236], [-0.142, 2.708, -2.328], [-2.665, 3.318, -1.056], [-2.965, 0.188, -0.811], [-3.504, -1.212, -0.852], [-2.418, -2.317, -0.945], [-1.220, -1.940, -1.600], [-0.706, -0.716, -1.092], [0.704, -0.587, -1.704], [1.826, -0.847, -0.689], [2.600, -1.675, -0.842], [1.937, 0.173, 0.784], [-2.694, -0.457, -3.399], [-0.996, -0.053, -3.626], [-2.201, 1.228, -3.538], [0.101, 2.872, 0.290], [-0.023, 2.112, -3.086], [-3.679, 0.800, -1.236], [-2.849, 0.557, 0.140], [-4.030, -1.366, 0.095], [-4.275, -1.295, -1.618], [-2.238, -2.761, 0.043], [-2.850, -3.121, -1.549], [-0.654, -0.719, 0.008], [0.890, 0.405, -2.133], [0.854, -1.302, -2.514], [5.215, -0.196, 5.662], [4.447, -0.091, 4.730], [4.203, -1.137, 3.889], [3.703, 1.186, 4.425], [3.575, -1.089, 3.107], [4.687, -2.001, 4.070], [4.424, 1.980, 4.238], [3.087, 1.451, 5.282], [3.061, 1.083, 3.550]],
  "atomic_forces_ev_per_a": [[-0.50, 0.68, -0.16], [2.39, -0.42, 0.39], [-1.59, 2.20, 0.62], [0.53, -0.25, -1.71], [0.02, -1.48, 0.52], [-0.12, -0.60, -0.26], [-0.81, 0.21, -0.88], [-0.08, -0.81, 0.84], [-0.44, -0.41, -0.30], [-0.28, 0.10, 0.72], [-0.23, 0.11, -1.05], [0.06, 0.80, 0.69], [-2.16, 1.81, -0.04], [2.57, -2.64, -0.43], [-0.31, 0.09, -0.18], [0.17, -0.02, 0.16], [-0.06, -0.12, 0.27], [-0.14, -0.22, 0.05], [0.00, -0.23, 0.57], [0.18, 0.34, 0.00], [0.19, 0.27, 0.31], [0.06, -0.18, -0.05], [0.02, 0.13, -0.16], [0.41, 0.25, -0.25], [0.28, 0.38, -0.06], [0.11, 0.09, 0.08], [-0.07, 0.05, -0.15], [-0.03, -0.07, 0.25], [-0.18, -0.10, 0.23], [-0.06, 0.11, -0.01], [0.10, -0.17, 0.03], [-0.02, -0.12, -0.03], [-0.14, -0.05, -0.19], [0.05, 0.09, 0.05], [0.00, 0.03, -0.01], [-0.01, 0.01, 0.11], [0.10, 0.06, 0.03], [-0.01, 0.05, 0.00]],
  "nbo_charge": [-0.67, -0.23, 1.80, -0.97, -0.95, -0.56, -0.54, -0.27, -0.10, -0.50, 0.08, -0.54, 0.58, -0.43, -0.09, 0.25, 0.25, 0.25, 0.53, 0.52, 0.47, 0.46, 0.25, 0.24, 0.20, 0.24, 0.22, 0.23, 0.28, -0.60, 0.67, -0.83, -0.71, 0.39, 0.41, 0.25, 0.24, 0.19]
}

=====

Question: charge of number 2 (C9H19ClN2O5PS)?
Answer: +1